(1)
A structure of composition C7H6EuNO6 in a non-equilibrium geometry, computed with ωB97M-V/def2-TZVPD.

Summary:
spin multiplicity	7
E_LUMO (alpha / beta)	-11.93 / -9.42	eV
<S²>	12.080
charge	+2
orbital gap (alpha / beta)	3.19 / 5.87	eV
energy relative to the best compared isomer or geometry (same formula, charge and spin)	0.0	kcal/mol
largest force on an atom	0.0911	Eh/bohr
highest occupied orbital energy (alpha / beta)	-15.12 / -15.29	eV

Each line ends with the Mulliken spin population.
Element x y z (Å)
O (-0.559, -5.237, -2.110)  0.00
C (-0.619, -4.139, -2.428)  0.00
Eu (-0.887, 0.644, -0.977)  6.19
O (1.706, -2.055, -0.661)  -0.02
C (0.881, -1.253, -0.851)  -0.03
C (1.499, 1.485, -1.503)  -0.01
O (2.607, 1.645, -1.757)  0.00
C (-0.568, -0.027, -3.452)  0.00
O (-0.060, 1.018, -3.908)  0.01
C (0.321, -1.148, -3.022)  -0.08
O (0.932, -2.016, -3.561)  -0.05
H (-1.685, -0.177, -3.146)  0.00
C (-1.453, 1.268, 3.379)  0.00
C (-0.266, 1.142, 2.487)  0.00
N (0.946, 1.314, 3.020)  0.00
O (-0.363, 0.880, 1.252)  -0.01
H (-1.142, 1.690, 4.345)  0.00
H (-1.900, 0.276, 3.548)  0.00
H (-2.196, 1.927, 2.911)  0.00
H (1.764, 1.200, 2.439)  0.00
H (1.041, 1.563, 3.994)  0.00

(2)
A structure of composition H3IrO3 in a non-equilibrium geometry, computed with ωB97M-V/def2-TZVPD.

Summary:
spin multiplicity	6
E_LUMO (alpha / beta)	-4.36 / -8.30	eV
<S²>	8.757
charge	+1
orbital gap (alpha / beta)	9.27 / 8.35	eV
energy relative to the best compared isomer or geometry (same formula, charge and spin)	0.0	kcal/mol
largest force on an atom	0.1107	Eh/bohr
highest occupied orbital energy (alpha / beta)	-13.63 / -16.65	eV

Each line ends with the Mulliken spin population.
Element x y z (Å)
O (-0.746, 1.626, -1.208)  0.13
Ir (1.191, 0.918, -0.304)  4.40
O (-0.668, 1.340, 0.217)  0.36
H (-0.764, -0.538, 0.107)  0.01
O (0.295, -0.835, -0.182)  0.10
H (0.583, -1.589, 0.338)  0.00
H (-0.619, 2.594, -1.238)  0.00

(3)
A structure of composition C11H16I2N3Ni in a non-equilibrium geometry, computed with ωB97M-V/def2-TZVPD.

Summary:
spin multiplicity	3
E_LUMO (alpha / beta)	-3.56 / -4.61	eV
<S²>	2.006
charge	+1
orbital gap (alpha / beta)	8.53 / 7.47	eV
energy relative to the best compared isomer or geometry (same formula, charge and spin)	31.0	kcal/mol
largest force on an atom	0.0943	Eh/bohr
highest occupied orbital energy (alpha / beta)	-12.09 / -12.09	eV

Each line ends with the Mulliken spin population.
Element x y z (Å)
Ni (-0.262, 0.881, -1.222)  1.74
N (1.813, 1.057, -0.750)  0.04
C (1.909, 1.498, 0.669)  -0.01
C (1.503, 3.017, 0.738)  0.01
C (0.019, 3.352, 0.640)  -0.01
N (-0.770, 2.802, -0.498)  0.07
H (2.317, 0.110, -0.751)  0.00
H (2.198, 1.704, -1.441)  0.00
H (3.037, 1.533, 0.809)  0.00
H (1.373, 0.869, 1.323)  0.00
H (2.020, 3.571, -0.100)  0.00
H (1.936, 3.378, 1.654)  0.00
H (-0.286, 4.389, 0.749)  0.00
H (-0.400, 2.842, 1.485)  0.00
H (-0.763, 3.501, -1.238)  0.00
H (-1.776, 2.694, -0.197)  0.00
I (4.916, -3.252, 1.831)  0.00
C (4.484, -3.518, -0.290)  0.00
I (2.657, -2.778, -1.094)  0.00
H (4.540, -4.546, -0.346)  0.00
H (5.318, -3.025, -0.824)  0.00
N (-5.203, -4.220, 0.261)  0.00
C (-4.502, -3.314, 0.206)  0.00
C (-3.549, -2.222, 0.075)  0.01
C (-2.252, -2.510, 0.293)  0.01
C (-1.307, -1.571, 0.001)  -0.06
C (-1.631, -0.353, -0.585)  0.23
C (-2.970, 0.008, -0.644)  -0.05
C (-3.933, -0.971, -0.383)  0.01
H (-1.927, -3.422, 0.757)  0.00
H (-0.289, -1.682, 0.379)  0.01
H (-3.272, 0.996, -1.016)  0.00
H (-4.947, -0.816, -0.493)  0.00

(4)
A structure of composition C4H8N2O2 in a non-equilibrium geometry, computed with ωB97M-V/def2-TZVPD.

Summary:
spin multiplicity	1
E_LUMO	-0.07	eV
orbital gap	9.77	eV
energy relative to the best compared isomer or geometry (same formula, charge and spin)	175.9	kcal/mol
largest force on an atom	0.1323	Eh/bohr
highest occupied orbital energy	-9.84	eV

Each line ends with the Löwdin charge.
Element x y z (Å)
C (1.823, -0.644, 0.854)  -0.20
C (1.021, 0.709, -0.725)  -0.40
C (-1.310, 0.853, 0.054)  -0.34
C (-1.258, -0.709, -0.428)  -0.12
H (1.835, -1.904, 1.229)  0.14
H (0.984, 0.051, 1.470)  0.12
H (2.846, -0.323, 1.338)  0.08
H (1.328, 1.024, -1.683)  0.10
H (0.127, 2.564, -0.642)  0.28
H (-0.649, -0.335, -1.548)  0.18
H (-0.300, -1.427, 0.008)  0.15
H (-3.276, -0.983, 0.317)  0.10
N (1.754, -0.280, -0.552)  -0.02
N (0.052, 1.448, 0.018)  0.03
O (-2.397, 1.374, 0.533)  0.00
O (-2.580, -1.420, -0.242)  -0.11

(5)
The molecule C4H12NP in a non-equilibrium geometry, computed with ωB97M-V/def2-TZVPD.

Summary:
spin multiplicity	1
E_LUMO	0.93	eV
SMILES	CC(C)(C)NP
orbital gap	10.04	eV
energy relative to the best compared isomer or geometry (same formula, charge and spin)	42.1	kcal/mol
largest force on an atom	0.0763	Eh/bohr
highest occupied orbital energy	-9.11	eV

Each line ends with the Löwdin charge.
Element x y z (Å)
C (-1.150, -0.090, -1.370)  -0.08
C (-0.252, -1.352, 0.598)  -0.08
C (-0.593, 1.258, 0.575)  -0.08
C (-0.145, -0.025, -0.215)  -0.67
N (1.256, -0.028, -0.734)  -0.32
P (2.435, 0.254, 0.442)  0.78
H (-1.258, 0.941, -1.801)  0.09
H (-0.855, -0.840, -2.041)  0.06
H (-2.177, -0.225, -1.054)  0.08
H (0.702, -1.403, 1.201)  0.04
H (-0.398, -2.288, 0.056)  0.08
H (-1.110, -1.295, 1.242)  0.07
H (-1.562, 1.587, 0.166)  0.07
H (-0.407, 1.216, 1.707)  0.09
H (0.143, 1.979, 0.251)  0.05
H (1.245, 0.668, -1.443)  0.04
H (1.635, 0.634, 1.680)  -0.05
H (2.491, -0.989, 0.742)  -0.18

(6)
A cluster of 2 separate species, C9H14N2O2 in total in a non-equilibrium geometry, computed with ωB97M-V/def2-TZVPD.

Summary:
spin multiplicity	1
E_LUMO	0.32	eV
SMILES	O=c1cc[nH]c(=O)[nH]1.C1CCCC1
orbital gap	9.61	eV
energy relative to the best compared isomer or geometry (same formula, charge and spin)	116.8	kcal/mol
largest force on an atom	0.1402	Eh/bohr
highest occupied orbital energy	-9.28	eV

Each line ends with the Löwdin charge.
Element x y z (Å)
C (1.084, 1.200, -0.808)  -0.56
C (2.170, 1.250, 0.227)  0.02
C (2.793, 0.218, 0.910)  -0.16
C (1.584, -1.160, -0.761)  -0.39
C (-1.856, -1.104, -0.755)  -0.12
C (-1.834, -1.126, 0.787)  -0.19
C (-0.901, 0.012, 1.318)  -0.26
C (-1.288, 1.122, 0.511)  -0.25
C (-1.605, 0.554, -1.019)  -0.09
H (0.316, -0.237, -2.093)  0.16
H (2.694, 2.138, 0.621)  0.11
H (3.417, 0.385, 1.760)  0.12
H (3.228, -1.768, 0.622)  0.25
H (-1.081, -1.739, -1.219)  0.09
H (-2.789, -1.308, -1.029)  0.04
H (-1.556, -2.029, 1.338)  0.10
H (-2.950, -0.897, 1.081)  0.14
H (0.157, -0.273, 1.047)  0.06
H (-0.461, 0.383, 2.407)  0.18
H (-0.680, 1.970, 0.590)  0.07
H (-2.302, 1.519, 1.019)  0.15
H (-0.886, 0.717, -1.839)  0.05
H (-2.552, 1.138, -1.393)  0.13
N (0.971, 0.027, -1.343)  0.16
N (2.284, -0.985, 0.578)  0.05
O (0.568, 2.216, -1.263)  0.05
O (1.473, -2.222, -1.293)  0.11

(7)
A structure of composition C6H28NO8 in a non-equilibrium geometry, computed with ωB97M-V/def2-TZVPD.

Summary:
spin multiplicity	1
E_LUMO	3.11	eV
charge	-1
orbital gap	8.42	eV
energy relative to the best compared isomer or geometry (same formula, charge and spin)	97.7	kcal/mol
largest force on an atom	0.0911	Eh/bohr
highest occupied orbital energy	-5.31	eV

Each line ends with the Löwdin charge.
Element x y z (Å)
C (-1.195, -0.083, 2.327)  -0.27
O (-0.913, -1.053, 1.385)  -0.32
C (-1.016, 1.271, 1.588)  -0.40
C (0.380, 1.850, 1.422)  -0.32
C (0.547, 3.329, 1.009)  -0.05
C (1.198, 0.923, 0.445)  -0.23
C (2.697, 1.031, 0.393)  -0.12
N (-1.551, 1.057, 0.266)  0.03
H (-0.453, -0.249, 3.232)  0.13
H (-2.395, -0.260, 2.602)  0.15
H (-1.547, 1.956, 2.252)  0.12
H (0.802, 1.626, 2.409)  0.13
H (-0.370, 3.724, 1.254)  0.04
H (0.920, 3.590, 0.007)  0.08
H (1.249, 3.757, 1.712)  0.06
H (1.047, -0.179, 0.651)  0.10
H (0.770, 1.264, -0.521)  0.09
H (3.019, 2.126, 0.292)  0.09
H (3.036, 0.563, 1.197)  -0.02
H (3.224, 0.345, -0.350)  0.09
H (-2.417, 0.500, 0.371)  0.09
H (-0.936, 0.383, -0.314)  0.09
H (2.765, -1.545, 2.723)  -0.02
H (2.248, -1.941, 1.303)  0.01
O (3.008, -1.629, 1.851)  -0.06
H (0.324, -1.383, -3.793)  0.01
H (0.747, -0.768, -2.607)  0.00
O (0.282, -0.542, -3.409)  -0.04
H (1.677, -2.125, -1.306)  0.10
H (0.482, -2.714, -0.641)  0.01
O (0.751, -2.497, -1.600)  -0.16
H (-0.108, -1.916, 1.656)  0.05
H (0.467, -3.570, 1.175)  0.00
O (0.564, -2.672, 0.992)  -0.23
H (-1.075, -2.029, -1.350)  0.04
H (-1.598, -1.947, 0.020)  -0.03
O (-1.879, -2.332, -0.801)  -0.10
H (-2.323, -0.627, -1.978)  -0.06
H (-1.536, 0.150, -3.004)  0.01
O (-2.126, 0.202, -2.255)  -0.04
H (-1.217, 2.758, -1.282)  -0.04
H (-0.310, 2.432, -2.417)  -0.01
O (-1.099, 2.866, -2.196)  -0.03

(8)
A structure of composition CH7N2O2P in a non-equilibrium geometry, computed with ωB97M-V/def2-TZVPD.

Summary:
spin multiplicity	1
E_LUMO	0.49	eV
orbital gap	9.94	eV
energy relative to the best compared isomer or geometry (same formula, charge and spin)	87.1	kcal/mol
largest force on an atom	0.1061	Eh/bohr
highest occupied orbital energy	-9.45	eV

Each line ends with the Löwdin charge.
Element x y z (Å)
C (0.855, -0.563, 1.525)  -0.12
N (-0.084, -0.901, -1.845)  0.05
N (-1.722, 0.762, -0.086)  -0.10
O (1.347, 1.933, 0.311)  -0.31
O (0.802, 0.169, -1.339)  -0.31
P (0.604, 0.696, 0.122)  0.66
H (0.489, -1.382, 1.089)  -0.03
H (1.967, -0.773, 1.729)  0.09
H (0.430, -0.214, 2.383)  0.01
H (0.273, -1.144, -2.801)  0.11
H (-0.950, -0.525, -2.007)  0.00
H (-1.962, 1.726, 0.163)  -0.04
H (-2.049, 0.215, 0.753)  -0.02